Entry 1:
{
  "formula": "C8H10N3S",
  "method": "ωB97M-V with the def2-TZVPD basis set",
  "charge": 1,
  "total_energy_ev": -23755.0021,
  "de_lowest_ev": 1.547,
  "fmax_ha_per_bohr": 0.167,
  "molar_mass_g_mol": 180.256,
  "e_homo_ev": -12.86,
  "multiplicity": 1,
  "species": ["S", "N", "N", "N", "C", "C", "C", "C", "C", "C", "C", "C", "H", "H", "H", "H", "H", "H", "H", "H", "H", "H"],
  "coordinates": [[3.319, -0.026, 0.245], [-1.078, 0.496, -0.307], [0.841, -0.752, -0.001], [1.448, 3.416, 0.039], [-1.371, -1.819, 0.332], [2.888, -1.654, -0.160], [-3.299, -0.405, 0.195], [1.571, -1.850, -0.242], [-2.423, 0.620, -0.227], [-0.612, -0.724, -0.028], [1.806, 0.574, 0.065], [-2.722, -1.684, 0.334], [1.935, 4.001, 0.778], [-0.781, -2.781, 0.435], [1.155, -2.867, -0.488], [1.489, 1.540, 0.190], [-3.400, -2.514, 0.260], [-4.312, -0.203, 0.283], [2.237, 3.459, -0.681], [-2.879, 1.630, -0.539], [3.546, -2.500, -0.335], [0.642, 4.043, -0.147]],
  "forces_ev_per_angstrom": [[0.02, -0.88, -1.08], [-1.19, -0.96, -0.04], [1.65, 4.01, -0.70], [2.11, 1.98, 0.76], [2.69, -1.65, -0.69], [1.51, -0.39, 0.22], [3.46, -0.13, -0.98], [-0.74, -0.75, 0.06], [-0.71, 1.18, 0.17], [0.50, 2.47, 0.51], [-2.50, -8.19, 0.39], [-1.99, 1.03, -0.37], [-0.76, -1.11, -0.53], [-1.41, 1.01, 0.08], [0.16, 1.51, 0.35], [-1.36, 2.68, 0.40], [0.04, -0.49, 0.79], [-1.71, 0.07, -0.01], [-2.09, 0.28, 0.49], [0.99, -1.60, 0.65], [0.51, 0.67, 0.29], [0.83, -0.71, -0.77]],
  "nbo_charge": [0.700, -0.425, -0.310, -1.104, -0.270, -0.459, -0.223, 0.024, 0.064, 0.330, -0.122, -0.134, 0.375, 0.231, 0.270, 0.297, 0.243, 0.237, 0.376, 0.220, 0.283, 0.397]
}

***

Entry 2:
{
  "formula": "C40H29F3HgNO2S3Se4",
  "method": "ωB97M-V with the def2-TZVPD basis set",
  "charge": -2,
  "total_energy_ev": -353756.6309,
  "de_lowest_ev": 0.000,
  "fmax_ha_per_bohr": 0.016,
  "molar_mass_g_mol": 1225.302,
  "e_homo_ev": [-0.47, -1.09],
  "multiplicity": 2,
  "species": ["Hg", "Se", "Se", "Se", "Se", "S", "S", "S", "F", "F", "F", "O", "O", "N", "C", "C", "C", "C", "C", "C", "C", "C", "C", "C", "C", "C", "C", "C", "C", "C", "C", "C", "C", "C", "C", "C", "C", "C", "C", "C", "C", "C", "C", "C", "C", "C", "C", "C", "C", "C", "C", "C", "C", "C", "H", "H", "H", "H", "H", "H", "H", "H", "H", "H", "H", "H", "H", "H", "H", "H", "H", "H", "H", "H", "H", "H", "H", "H", "H", "H", "H", "H", "H"],
  "coordinates": [[-1.689, 2.309, 1.775], [-4.308, 0.416, 4.211], [-3.436, 0.385, 0.618], [-5.142, 0.916, 2.072], [-2.990, 2.192, 4.805], [-0.894, -1.225, 2.053], [-0.553, 5.016, 0.216], [1.591, 0.952, 1.632], [0.024, 6.745, -2.496], [-1.236, 7.840, -1.106], [-1.752, 7.763, -3.200], [0.249, -1.396, 3.005], [1.542, 2.346, 2.143], [-2.542, 3.681, -0.888], [7.632, 0.345, 1.118], [-3.182, 5.578, -2.796], [-3.578, 3.516, -1.698], [1.300, -3.749, -1.103], [-0.448, 1.619, -3.981], [0.958, 1.019, -0.068], [1.030, 2.297, -0.659], [-3.373, -2.534, 2.162], [3.921, -0.519, 1.116], [-0.890, -0.819, -2.718], [-1.264, 7.004, -2.160], [3.151, -2.512, -2.794], [3.354, 0.740, 1.229], [-3.996, -3.992, 3.991], [-1.108, 0.621, -4.638], [2.328, -1.744, -2.020], [2.140, -4.519, -1.945], [-1.360, -0.603, -3.983], [0.429, -4.357, -0.170], [-0.274, -3.595, 0.707], [-5.006, -4.877, 4.678], [-4.300, -3.345, 2.799], [5.535, 1.735, 1.153], [4.158, 1.871, 1.238], [-0.250, -2.181, 0.634], [-1.795, -2.996, 3.926], [-3.959, 4.439, -2.662], [-2.729, -3.816, 4.545], [1.356, -2.334, -1.170], [-2.120, -2.368, 2.735], [-0.146, 0.176, -2.031], [0.622, 2.493, -1.937], [6.128, 0.472, 1.086], [5.305, -0.646, 1.042], [-2.090, 5.773, -1.968], [-1.790, 4.810, -0.944], [0.015, 1.437, -2.654], [0.417, -0.066, -0.728], [0.493, -1.532, -0.341], [3.042, -3.919, -2.775], [8.094, 0.957, 0.340], [-3.427, 6.319, -3.546], [-4.135, 2.594, -1.551], [-2.473, -4.309, 5.477], [-1.463, 0.773, -5.650], [-4.833, 4.285, -3.284], [-6.025, -4.618, 4.384], [3.689, -4.519, -3.403], [-1.114, -1.753, -2.215], [5.748, -1.635, 0.972], [2.434, -0.666, -2.033], [-5.288, -3.459, 2.365], [7.949, -0.690, 0.984], [-0.813, -2.820, 4.347], [3.896, -2.037, -3.420], [3.687, 2.842, 1.349], [2.074, -5.600, -1.895], [1.429, 3.113, -0.071], [-0.285, 2.580, -4.457], [-3.629, -2.011, 1.246], [0.722, 3.469, -2.398], [8.016, 0.695, 2.080], [0.363, -5.439, -0.128], [-0.880, -4.071, 1.467], [-4.838, -5.928, 4.424], [6.165, 2.620, 1.167], [3.290, -1.403, 1.106], [-1.947, -1.368, -4.478], [-4.923, -4.781, 5.762]],
  "forces_ev_per_angstrom": [[-0.25, 0.12, 0.15], [-0.30, -0.38, -0.11], [0.23, 0.46, -0.62], [-0.32, -0.09, 0.26], [0.41, 0.37, -0.26], [0.43, -0.16, 0.46], [-0.09, 0.09, 0.09], [0.40, 0.20, -0.09], [-0.21, 0.06, 0.07], [0.01, -0.10, -0.14], [0.16, -0.07, 0.17], [0.08, -0.11, 0.09], [-0.04, -0.08, -0.04], [-0.12, 0.09, -0.07], [-0.12, 0.03, -0.04], [0.12, -0.01, 0.04], [0.20, 0.09, 0.13], [0.03, 0.18, -0.04], [-0.09, -0.01, -0.04], [-0.02, -0.40, -0.15], [0.23, 0.00, 0.06], [-0.06, -0.22, -0.02], [-0.09, -0.06, -0.04], [0.01, -0.05, -0.06], [0.07, 0.15, -0.14], [-0.03, -0.02, 0.01], [-0.05, -0.17, 0.04], [0.07, -0.08, 0.16], [0.01, 0.02, 0.02], [-0.01, 0.04, -0.07], [0.05, -0.04, 0.01], [0.00, 0.00, 0.05], [0.02, -0.04, 0.01], [-0.02, 0.02, 0.04], [0.08, 0.04, -0.03], [-0.04, -0.05, -0.05], [-0.07, -0.12, -0.01], [0.07, 0.07, -0.01], [0.08, 0.22, -0.25], [0.06, -0.03, -0.02], [-0.14, -0.01, -0.07], [-0.06, 0.10, -0.17], [0.05, -0.06, 0.16], [-0.19, 0.05, -0.35], [-0.12, -0.04, 0.07], [0.02, -0.04, -0.12], [0.04, 0.14, 0.00], [-0.02, -0.06, -0.04], [-0.08, -0.23, 0.15], [-0.03, 0.15, -0.18], [-0.02, -0.07, 0.05], [-0.04, 0.04, 0.16], [-0.19, 0.12, 0.36], [0.04, 0.02, -0.02], [0.01, -0.05, 0.01], [0.01, -0.01, 0.01], [0.05, -0.04, 0.01], [-0.03, 0.03, 0.01], [-0.01, 0.02, 0.02], [0.05, -0.06, 0.03], [0.03, 0.00, 0.01], [-0.01, 0.00, 0.01], [0.04, 0.03, -0.05], [-0.03, 0.04, 0.02], [-0.06, -0.02, -0.01], [0.04, 0.03, 0.03], [-0.01, 0.04, -0.02], [-0.04, 0.00, 0.02], [-0.01, -0.01, 0.00], [0.02, -0.06, 0.03], [-0.03, 0.02, 0.00], [-0.08, -0.02, 0.01], [-0.03, 0.01, 0.04], [0.04, -0.11, 0.16], [-0.07, 0.02, 0.04], [0.04, -0.03, -0.03], [0.03, 0.00, -0.02], [-0.02, 0.06, 0.01], [-0.03, 0.01, 0.00], [-0.04, -0.04, 0.02], [0.02, 0.06, 0.06], [0.03, 0.00, 0.01], [-0.05, -0.01, -0.02]],
  "lowdin_charge": [0.595, -0.302, -0.142, -0.185, -0.319, 0.871, 0.527, 0.960, 0.092, 0.102, 0.062, -0.550, -0.540, 0.007, -0.066, -0.054, -0.171, -0.163, -0.034, -0.310, -0.120, -0.146, -0.066, -0.015, -0.590, -0.079, -0.334, -0.283, -0.095, -0.011, -0.050, -0.083, -0.029, -0.049, -0.064, -0.045, -0.044, -0.060, -0.245, -0.073, -0.099, -0.044, -0.115, -0.405, -0.113, -0.024, -0.289, -0.052, -0.159, -0.764, -0.148, -0.136, -0.125, -0.098, 0.073, 0.104, 0.067, 0.105, 0.092, 0.081, 0.071, 0.093, 0.119, 0.105, 0.124, 0.113, 0.067, 0.103, 0.098, 0.110, 0.104, 0.062, 0.111, -0.003, 0.116, 0.076, 0.109, 0.108, 0.073, 0.110, 0.113, 0.095, 0.071]
}

***

Entry 3:
{
  "formula": "C23H31Cl4F5O21",
  "method": "ωB97M-V with the def2-TZVPD basis set",
  "charge": 0,
  "total_energy_ev": -131028.9971,
  "de_lowest_ev": 0.287,
  "fmax_ha_per_bohr": 0.038,
  "smiles": "O=C1OC[C@@H](F)O1.O=C1OC[C@@H](F)O1.O=C1OC[C@@H](F)O1.O=C1OC[C@@H](F)O1.O=C1OC[C@@H](F)O1.COC(=O)OC.COC(=O)OC.ClCCl.ClCCl",
  "molar_mass_g_mol": 880.282,
  "e_homo_ev": -11.12,
  "multiplicity": 1,
  "species": ["Cl", "Cl", "Cl", "Cl", "F", "F", "F", "F", "F", "O", "O", "O", "O", "O", "O", "O", "O", "O", "O", "O", "O", "O", "O", "O", "O", "O", "O", "O", "O", "O", "C", "C", "C", "C", "C", "C", "C", "C", "C", "C", "C", "C", "C", "C", "C", "C", "C", "C", "C", "C", "C", "C", "C", "H", "H", "H", "H", "H", "H", "H", "H", "H", "H", "H", "H", "H", "H", "H", "H", "H", "H", "H", "H", "H", "H", "H", "H", "H", "H", "H", "H", "H", "H", "H"],
  "coordinates": [[18.200, 1.403, 2.676], [15.568, -4.370, -0.725], [17.663, 3.399, 4.763], [14.693, -1.919, 0.586], [24.023, 2.165, -3.285], [18.423, -2.741, 4.672], [18.608, -2.120, 1.755], [19.364, -4.421, -4.422], [23.856, -2.286, -4.949], [16.697, -2.550, -7.515], [21.409, -1.666, -1.646], [19.995, -7.058, -0.591], [20.760, 0.898, -5.036], [16.797, -2.290, -5.265], [23.809, 0.357, -0.671], [19.236, -2.209, -1.612], [19.753, -1.034, 5.303], [18.246, -3.640, -6.293], [18.792, -0.184, -5.206], [21.808, -2.787, -5.646], [22.568, -4.845, -5.296], [20.179, -1.419, 0.239], [20.626, 0.442, 6.756], [20.142, -1.660, 7.403], [24.100, -0.048, -2.824], [19.293, -7.880, -2.451], [24.836, -1.536, -1.309], [18.876, -5.708, -2.007], [21.496, -4.341, -7.209], [20.271, -0.544, -6.704], [17.179, -2.795, -6.464], [20.026, 0.137, -5.598], [14.756, -3.666, 0.696], [21.553, -0.400, -7.316], [21.935, -4.028, -6.156], [20.383, -1.730, -1.060], [20.317, -5.957, 0.219], [17.762, 1.646, 4.361], [24.296, -0.515, -1.550], [19.600, -2.431, 5.273], [22.609, -2.679, -4.518], [22.920, 1.254, -1.330], [20.233, -0.644, 6.514], [19.621, -2.802, 6.749], [18.795, -1.574, 0.529], [18.729, -3.369, -4.982], [22.693, -4.133, -4.058], [18.333, -2.517, -0.553], [18.459, -7.849, -3.621], [19.301, -6.797, -1.701], [18.252, 0.348, -3.999], [23.299, 1.112, -2.800], [17.438, -3.081, -4.240], [20.395, -2.869, 4.670], [23.543, -4.437, -3.460], [22.483, 0.935, -3.501], [21.456, 0.325, -8.129], [21.800, -1.368, -7.739], [18.563, -6.904, -4.155], [18.456, 1.414, -3.921], [15.338, -4.051, 1.527], [19.419, -5.514, 0.666], [18.848, -8.597, -4.304], [17.175, 0.316, -4.187], [13.752, -4.067, 0.779], [18.479, -0.293, -3.153], [17.441, -8.017, -3.282], [20.226, -3.688, 6.956], [18.477, -3.568, -0.300], [22.302, -1.971, -3.759], [21.802, -4.288, -3.435], [23.006, 2.234, -0.873], [17.283, -2.360, -0.774], [18.508, 1.250, 5.034], [16.856, -3.991, -4.118], [19.381, -2.511, -5.137], [16.744, 1.308, 4.489], [22.310, -0.003, -6.645], [20.939, -6.308, 1.036], [20.804, -5.140, -0.317], [17.639, -2.445, -3.388], [21.892, 0.901, -1.231], [18.380, -0.565, 0.536], [18.642, -3.123, 7.116]],
  "forces_ev_per_angstrom": [[0.21, -0.13, -0.11], [-0.31, -0.18, -0.13], [0.11, -0.24, -0.13], [0.08, 0.12, 0.25], [0.16, 0.09, 0.24], [-0.18, 0.04, 0.13], [0.34, 0.01, -0.01], [0.33, -0.14, -0.61], [0.17, 0.28, -0.10], [-0.22, 0.12, 0.09], [0.42, 0.47, -0.10], [0.06, -0.60, -0.17], [0.47, 0.41, 0.43], [-0.56, -0.19, 0.08], [-0.40, 0.16, 0.66], [0.10, 0.32, -0.25], [0.22, -0.02, -0.34], [-0.19, -0.17, 0.15], [-0.06, -0.41, -0.21], [-0.34, 0.93, 0.47], [0.08, 0.19, 0.47], [0.35, 0.00, -0.02], [0.04, 0.15, -0.01], [0.00, -0.03, -0.13], [-0.25, 0.01, 0.30], [-0.07, -0.47, 0.01], [0.31, -0.43, 0.26], [-0.41, -0.11, 0.36], [0.05, -0.08, -0.31], [-0.18, -0.13, 0.18], [0.42, -0.25, -0.23], [-0.25, -0.19, -0.09], [0.18, -0.82, -0.10], [0.05, 0.63, -0.72], [-0.28, -0.88, -0.42], [-0.68, -0.84, 0.15], [-0.50, 1.00, 0.69], [-0.39, 1.24, 0.19], [0.09, 0.27, -0.88], [0.07, 0.07, 0.05], [1.63, -0.97, 0.42], [-0.29, -0.28, -0.20], [-0.40, 0.04, 0.33], [-0.03, -1.36, 0.14], [0.10, 0.06, 0.20], [-0.57, 0.02, -0.03], [-1.03, 0.48, 0.53], [-0.18, 0.02, 0.30], [0.35, 0.50, -0.14], [0.74, 0.78, -0.37], [-1.05, 0.49, -0.99], [0.14, -0.28, -0.53], [0.74, 0.98, -1.26], [0.00, -0.01, -0.01], [0.43, 0.16, -0.46], [-0.14, 0.29, 0.20], [-0.07, -0.09, 0.01], [0.12, -0.01, 0.17], [-0.17, 0.14, 0.32], [0.63, -0.16, 0.48], [0.02, 0.62, 0.24], [-0.04, -0.19, -0.07], [-0.22, -0.39, 0.30], [0.05, -0.29, 0.21], [-0.06, 0.12, -0.26], [0.40, 0.29, 0.20], [-0.14, -0.11, -0.40], [0.46, 0.36, -0.12], [-0.03, 0.07, 0.27], [-0.55, 0.11, -0.23], [-0.03, -0.32, -0.20], [0.21, 0.17, -0.31], [0.13, 0.15, -0.60], [-0.04, -0.39, -0.14], [0.12, -0.06, 0.62], [0.32, -0.13, 0.72], [0.16, -0.48, 0.18], [-0.06, -0.35, 0.27], [0.16, -0.17, -0.16], [0.20, -0.27, -0.22], [-0.47, -0.26, 0.30], [0.06, -0.06, 0.27], [-0.37, -0.16, 0.00], [-0.24, 0.75, -0.07]],
  "lowdin_charge": [0.540, 0.542, 0.484, 0.545, 0.062, 0.064, 0.067, 0.082, 0.060, 0.191, 0.187, 0.018, 0.123, 0.049, 0.084, 0.041, 0.116, 0.133, -0.017, 0.096, 0.097, 0.148, 0.194, 0.090, 0.111, 0.020, 0.180, 0.095, 0.193, 0.014, -0.547, -0.611, -0.997, -0.016, -0.572, -0.526, -0.053, -0.984, -0.580, -0.306, -0.286, -0.040, -0.549, -0.062, -0.308, -0.311, -0.037, -0.090, -0.006, -0.610, -0.015, -0.291, -0.020, 0.171, 0.146, 0.139, 0.102, 0.093, 0.082, 0.103, 0.028, 0.090, 0.099, 0.102, 0.029, 0.078, 0.102, 0.138, 0.110, 0.139, 0.127, 0.143, 0.068, -0.001, 0.148, 0.147, 0.020, 0.096, 0.098, 0.096, 0.107, 0.120, 0.141, 0.142]
}